# 1
The following is a quantum chemistry calculation of C3H3BrClF as an isolated structure in a non-equilibrium geometry, from the Open Molecules 2025 dataset.

Output
LUMO ... -0.877 eV
E ... -88437.3286 eV
2S+1 ... 1
Charge ... 0
Highest occupied orbital energy ... -0.3252 Eh
Gap between HOMO and LUMO ... 7.973 eV

Geometry as XYZ:
```
9
Properties=species:S:1:pos:R:3:forces:R:3
F -0.851869 -0.861754 -1.283520 0.195 -0.392 -0.318
C 1.961442 -0.114069 0.310801 -0.967 1.869 1.550
C -1.267489 0.121229 -0.503654 -0.157 1.090 0.872
H -1.392489 0.995646 1.337090 -1.072 2.625 1.630
H -0.314749 -0.494678 1.211269 -1.227 0.689 0.051
H -1.649833 0.998156 -0.927381 -1.113 0.570 -1.780
Cl 2.671956 -1.557664 0.409572 1.053 -1.989 -0.387
C -1.038242 0.245125 0.771767 2.903 -4.651 -0.349
Br 1.881277 0.668008 -1.325943 0.386 0.191 -1.268
```
Forces are in eV/Å.

Atom charges from the Löwdin analysis, given in e for atoms 1 to 2:
1 F 0.0004
2 C -1.1723



# 2
The following is a quantum chemistry calculation of a 5-piece molecular cluster, C39H87N4O overall in a non-equilibrium geometry, from the Open Molecules 2025 dataset.

Output
LUMO ... -6.522 eV
E ... -49833.9252 eV
2S+1 ... 1
Charge ... +3
Highest occupied orbital energy ... -0.4646 Eh
Gap between HOMO and LUMO ... 6.120 eV

Geometry as XYZ:
```
131
Properties=species:S:1:pos:R:3:forces:R:3
H -20.149120 -6.680720 -3.220560 -0.795 -0.179 -0.490
H -18.101030 -7.563230 -2.658580 -0.117 -0.288 0.212
H -17.463620 -9.355290 -8.080880 0.277 -0.102 -0.227
C -23.542080 -13.988350 -0.462800 -0.983 2.105 -1.165
C -20.002240 -8.718140 -4.161400 -1.364 0.825 0.676
H -20.495260 -8.228000 -0.724440 0.223 0.665 -0.400
C -20.261990 -8.435300 1.436830 -0.523 0.551 -1.296
H -16.458930 -10.521290 2.396780 0.398 0.347 -0.215
C -24.626930 -6.712500 -3.393640 -0.791 -0.592 -1.923
N -18.741700 -9.456360 -4.571090 -0.229 1.496 -0.100
H -25.251210 -5.493070 -8.788100 -0.248 0.029 0.481
H -23.440340 -15.464870 -2.821890 0.397 -0.406 0.213
H -23.976970 -13.454330 0.382060 0.521 0.068 0.160
C -17.760170 -14.995360 -4.842380 0.233 0.271 -0.786
H -19.214690 -11.078870 -3.308470 -0.007 0.292 0.488
C -20.391320 -11.459710 4.635940 0.134 0.359 0.304
H -22.290420 -10.151930 0.772830 -0.156 0.005 0.056
H -19.548900 -15.523540 -2.984020 -0.125 -0.176 -0.151
H -15.381110 -12.509120 2.537120 -0.250 -0.390 0.300
O -19.822200 -10.137850 -0.220280 0.197 0.294 -0.612
H -17.723360 -6.288080 -3.672920 -0.036 0.017 -0.701
C -18.428620 -12.301010 2.448020 1.690 -0.658 1.274
C -18.879810 -10.080940 -6.020080 0.641 1.072 1.286
C -18.479170 -13.984320 -3.960380 1.471 -0.461 -0.282
H -14.935650 -14.394770 0.597500 -0.171 -0.107 -0.559
H -18.725690 -10.447190 -8.584580 0.161 -0.021 -0.723
H -15.961100 -12.227590 -1.342040 0.601 0.081 0.436
H -22.082020 -7.616950 -6.741570 -0.297 -0.335 -0.442
H -24.443530 -8.803370 -6.974540 -0.208 -0.672 0.427
C -22.639010 -13.108390 -1.373620 -0.281 -1.332 0.504
H -25.615470 -7.197100 -8.467710 0.026 0.063 -0.109
H -23.572210 -16.082090 -0.281620 0.272 -0.200 -0.217
H -25.558560 -6.311560 -3.792920 -0.174 0.584 0.126
H -26.137820 -5.428210 -1.242320 -0.295 -0.136 -0.290
H -18.339440 -7.442280 -9.607640 0.097 -0.065 0.764
H -19.745490 -8.441840 -9.903010 -0.100 0.038 -0.129
H -25.780670 -7.095390 -0.841950 0.038 -0.022 0.216
H -20.660010 -11.279520 3.595050 0.185 -0.196 -0.103
H -25.085540 -5.696060 0.023720 0.883 -0.348 -0.176
C -18.686640 -8.474770 -9.646410 -0.522 -0.829 0.118
H -20.531510 -9.048210 2.296950 -0.102 -0.383 -0.275
H -23.952490 -5.072800 -2.145770 0.096 0.106 -0.568
H -17.555790 -11.028530 -3.826430 0.387 0.266 0.394
H -20.766450 -7.476990 1.560370 0.039 0.239 0.247
H -23.305400 -7.525140 -9.064870 -0.237 -0.514 0.468
H -23.717210 -9.052930 -5.252400 0.205 -0.172 -0.562
H -22.573890 -6.835540 -4.238260 -0.096 -0.647 -0.350
H -21.383760 -16.328370 -1.449420 -0.214 0.328 -0.579
H -17.655520 -15.998650 -4.429400 -0.054 0.178 0.490
H -20.807560 -15.019620 -0.435320 0.319 0.202 -0.426
C -15.963040 -13.085160 1.817650 -1.277 1.734 0.097
H -18.684400 -13.050950 -4.484600 0.100 -0.002 -0.280
H -17.479990 -8.036870 -5.628640 -0.102 0.142 0.162
H -20.819860 -8.887770 -4.861970 0.298 -0.223 -0.288
H -24.413340 -14.122410 -1.103930 -0.193 -0.563 0.120
C -16.207880 -13.009840 -0.624210 -0.970 -1.232 0.499
H -20.366510 -9.168890 -7.403370 -0.199 -0.369 0.091
H -19.090540 -11.481090 2.169280 -0.401 -0.626 -0.308
H -22.524530 -15.331560 0.869450 0.048 0.062 -0.042
C -19.749260 -14.611740 -3.546680 -1.199 0.885 0.877
H -22.654550 -8.510200 0.150080 -0.791 -0.162 0.030
H -24.897540 -7.768260 -3.378320 0.439 -0.312 0.676
H -17.195910 -12.931990 4.111200 -0.285 -0.078 0.715
H -14.262820 -12.863920 0.263400 -0.057 0.563 1.021
H -16.328310 -13.921690 -1.209130 -0.110 0.061 -0.202
H -18.170460 -8.880850 -10.516330 -0.028 -0.276 0.136
C -23.571000 -6.480090 -4.498120 -1.286 0.023 -0.409
H -16.761590 -14.660660 -5.123290 -0.085 -0.017 -0.175
C -22.827770 -6.849170 -6.947660 -0.832 0.556 -0.221
C -18.235160 -7.250230 -3.694020 1.643 -0.211 0.877
H -17.783500 -11.241530 4.268140 0.864 0.136 -0.272
H -15.933960 -10.689170 0.665370 -0.145 0.188 0.131
C -18.505350 -9.395930 -8.399080 1.070 0.544 -0.736
H -24.618660 -5.180780 -6.383470 -0.284 0.306 -0.382
C -22.638370 -14.890240 -3.285310 -1.355 0.611 0.695
C -25.032760 -6.146580 -6.673060 -0.391 0.753 1.367
C -20.516970 -13.648640 -2.658990 -1.499 -0.301 0.831
H -19.630980 -13.456270 4.724620 -0.178 -0.256 0.196
C -18.053660 -12.266470 4.013950 0.449 1.915 -2.284
H -23.265810 -12.485830 -2.012090 0.269 -0.380 -0.553
H -20.425070 -8.927160 -3.178740 0.639 -1.282 0.187
C -23.471990 -6.675230 -8.403060 0.386 -0.745 0.248
H -18.286260 -13.486660 0.060830 0.317 -0.302 0.451
N -24.037710 -7.049480 -5.939450 2.536 0.374 -0.718
H -20.098240 -10.501070 5.063980 -0.213 0.187 -0.038
H -23.025860 -5.907950 -9.035800 0.357 0.456 0.815
C -22.854160 -15.269990 -0.167690 -0.158 -1.048 0.515
H -17.825380 -13.729620 -3.126240 -0.154 0.068 0.337
H -21.969270 -12.406280 -0.877030 0.582 -0.430 0.118
C -17.647710 -8.312710 -4.587540 0.004 -0.985 0.061
H -25.365140 -8.497700 -5.375890 -0.284 -0.711 -0.588
H -18.071890 -11.898620 -0.555480 -0.198 0.520 0.629
H -19.488870 -10.974620 -5.884160 -0.284 0.203 -0.253
H -18.162010 -9.783630 -2.567060 -0.051 -0.490 0.133
H -21.304980 -11.790720 5.129650 0.109 0.048 0.134
C -21.631990 -15.335390 -1.074620 0.187 0.879 0.592
H -19.186680 -8.257360 1.448720 0.017 0.029 0.036
C -19.303240 -9.074460 -7.182830 -0.844 -0.277 1.615
H -17.598690 -10.052010 1.139070 -0.137 -0.344 -0.514
C -18.363800 -10.409710 -3.436200 -0.613 -0.174 -1.860
C -25.335030 -6.107040 -0.954520 -1.104 0.036 -1.024
H -16.741460 -8.754600 -4.173370 0.015 0.006 -0.244
H -23.250480 -14.190450 -3.854270 0.630 0.662 -0.022
H -19.225360 -8.022130 -6.909630 0.450 0.024 0.342
C -22.122250 -9.442700 -0.037610 0.806 1.063 0.702
H -18.970740 -12.392590 5.940910 0.125 -0.022 -0.066
H -18.690570 -13.350960 2.317310 -1.096 0.240 -0.399
N -17.245040 -12.194610 1.470830 1.402 0.871 -1.248
H -16.420980 -13.993240 2.209800 0.430 0.010 0.193
H -18.373540 -15.137780 -5.732090 0.255 0.019 -0.312
C -19.254940 -12.446640 4.890010 -0.948 -1.517 -0.278
C -24.976540 -6.359830 -8.186940 0.870 -0.865 0.776
H -17.851260 -10.414720 -6.157120 -0.035 -0.089 -0.457
N -21.834760 -14.225140 -2.145350 -0.218 -0.887 -0.315
H -22.089170 -15.509470 -3.994560 0.296 0.124 0.683
H -22.448420 -9.897240 -0.973080 0.242 0.106 -0.266
C -19.671670 -7.236830 -4.027330 0.127 0.208 -1.117
C -16.765790 -10.716390 1.369230 -0.382 -1.414 1.150
H -23.455740 -5.399020 -4.576170 -0.072 0.022 -0.609
H -20.887470 -12.711110 -3.073550 0.595 0.034 -0.699
H -20.324760 -14.816850 -4.449350 0.093 -0.268 0.086
C -15.205500 -13.340740 0.531920 -0.420 -0.169 -1.208
C -24.419280 -8.547260 -5.915340 -0.126 2.693 0.719
H -23.411770 -6.626560 -1.648680 0.315 -0.209 -0.211
H -22.338760 -5.915260 -6.670560 -0.257 0.102 0.151
H -26.002210 -6.214210 -6.179420 -0.077 -0.219 -0.262
H -19.753970 -6.829770 -5.035120 -0.447 0.816 0.197
H -19.984940 -13.370000 -1.749370 0.231 -0.023 -0.060
C -20.628010 -9.014640 0.018310 0.433 -2.884 1.287
C -24.271380 -6.112990 -2.079290 0.798 0.530 2.351
C -17.568880 -12.666500 0.032270 0.244 0.309 0.107
```
Forces are in eV/Å.

Atom charges from the Löwdin analysis, given in e for atoms 1 to 2:
1 H 0.1318
2 H 0.1245